Entry 1:
Computed, not measured: a 2-piece molecular cluster, C9H14 overall at a distorted geometry, with ωB97M-V/def2-TZVPD.

Calculated values
highest occupied orbital energy (alpha / beta)	-14.32 / -14.32	eV
orbital gap (alpha / beta)	9.875 / 5.881	eV
spin multiplicity	2
net charge	+1
energy	-9548.853	eV

Each atom is followed by the atoms it is bonded to, with distances in Å.
CARTESIAN COORDINATES (ANGSTROEM)
1 H 2.0948 -4.1260 0.4419  C11 1.020
2 H -1.5817 1.5068 0.2037  C6 1.019
3 H 2.6046 -2.7856 2.5951  C5 1.109
4 H -0.0813 0.7160 -1.3746  C22 1.165
5 C 1.9471 -2.3619 1.8085  H3 1.109, C11 1.470, C23 1.381
6 C -2.3101 2.0411 -0.2684  H2 1.019, H7 1.125, C10 1.585, H14 1.099
7 H -3.1161 2.2516 0.4875  C6 1.125
8 C 0.6556 -1.1725 -0.1742  C9 1.385, C15 1.359, C22 1.508
9 C 0.7412 -0.4712 1.0175  C8 1.385, H21 1.217, C23 1.363
10 C -1.5434 3.3453 -0.7415  C6 1.585, H16 1.086, H18 1.245, H20 1.014
11 C 1.8045 -3.1580 0.5811  H1 1.020, C5 1.470, C15 1.424
12 H 1.8397 -0.6406 2.8371  C23 1.023
13 H 0.3678 -0.4753 -2.2426  C22 1.107
14 H -2.7790 1.5067 -1.1066  C6 1.099
15 C 1.1242 -2.4218 -0.4307  C8 1.359, C11 1.424, H19 1.045
16 H -1.6819 3.6939 -1.7605  C10 1.086
17 H -1.0271 -1.0087 -1.4181  C22 1.090
18 H -0.3341 3.0508 -0.7235  C10 1.245
19 H 0.9825 -2.9057 -1.3462  C15 1.045
20 H -1.5818 4.2173 -0.2251  C10 1.014
21 H 0.5368 0.7271 1.0819  C9 1.217
22 C -0.1128 -0.4410 -1.2458  H4 1.165, C8 1.508, H13 1.107, H17 1.090
23 C 1.4506 -1.0883 2.0037  C5 1.381, C9 1.363, H12 1.023

Löwdin atomic charge list, values in e, 8 entries: H 0.10; H -0.04; H 0.15; H 0.12; C 0.07; C -0.15; H 0.09; C -0.21

Entry 2:
Computed, not measured: a 6-piece molecular cluster, C18H50N6O8 overall at a distorted geometry, with ωB97M-V/def2-TZVPD.

Calculated values
highest occupied orbital energy	-8.78	eV
orbital gap	9.017	eV
SMILES	COCCNCCOC.COCCNCCOC.NC(N)=O.NC(N)=O.CCO.CCO
energy	-44793.228	eV

Each atom is followed by the atoms it is bonded to, with distances in Å.
CARTESIAN COORDINATES (ANGSTROEM)
1 N -1.7077 3.6777 -6.1051  H53 1.010, C57 1.320, H71 1.010
2 H -8.6202 4.6463 -0.8897  C43 1.090
3 H -2.5284 2.8963 2.2435  C4 1.090
4 C -2.1998 3.9355 2.2272  H3 1.090, H23 1.090, C31 1.534, O69 1.364
5 H 4.6141 -5.4031 0.9877  C40 1.090
6 H -3.1227 5.3386 -5.3625  N30 1.010
7 H 2.5685 0.1687 0.1967  C8 1.090
8 C 2.4742 -0.7941 -0.3056  H7 1.090, O11 1.398, H27 1.090, H51 1.090
9 H -2.9985 5.9063 2.7116  C31 1.090
10 H -2.3925 2.0651 -1.3940  N68 1.010
11 O 3.6009 -1.5542 -0.6348  C8 1.398, C61 1.385
12 C 6.3283 -6.2410 1.8360  C40 1.519, H59 1.090, O77 1.449, H79 1.090
13 H 3.7330 -0.1370 -2.9621  O60 0.960
14 H 0.3530 3.4067 4.1178  C45 1.090
15 C 1.8433 -1.7968 -4.7962  H26 1.090, H33 1.090, C55 1.541, H73 1.090
16 H -3.4797 -1.5981 3.6039  C82 1.090
17 H 7.1762 -8.5475 2.8706  C66 1.090
18 H 4.3890 -1.6386 1.2607  C61 1.090
19 H 3.0890 -2.4707 -3.1070  C55 1.090
20 H -3.5345 4.6647 -3.8863  N30 1.010
21 C -5.2051 3.6964 1.5176  N22 1.472, H44 1.090, H63 1.090, C67 1.546
22 N -4.3351 4.8833 1.4693  C21 1.472, C31 1.472, H70 1.010
23 H -1.8135 4.1820 1.2382  C4 1.090
24 H -6.6570 2.7742 0.1428  C67 1.090
25 H -0.2483 -0.3549 -2.1318  N56 1.010
26 H 1.6201 -0.9803 -5.4828  C15 1.090
27 H 1.6365 -1.2867 0.1880  C8 1.090
28 N 6.2504 -4.0292 0.7799  H32 1.010, C40 1.512, C74 1.502
29 O -0.7566 -0.0274 0.1916  C65 1.234
30 N -2.8983 4.6382 -4.6702  H6 1.010, H20 1.010, C57 1.293
31 C -3.3548 4.8863 2.5677  C4 1.534, H9 1.090, N22 1.472, H35 1.090
32 H 7.2267 -3.9614 0.5302  N28 1.010
33 H 1.9829 -2.7148 -5.3671  C15 1.090
34 H 6.1007 -2.2473 -0.3562  C74 1.090
35 H -3.9101 4.6736 3.4812  C31 1.090
36 H 0.5493 3.3275 2.3770  C45 1.090
37 H -2.4394 1.7346 0.3494  N68 1.010
38 H 8.4987 -7.3045 2.8468  C66 1.090
39 H -5.8465 4.0969 -0.5232  C67 1.090
40 C 5.6738 -5.4257 0.7335  H5 1.090, C12 1.519, N28 1.512, H75 1.090
41 C -1.6689 -2.8159 3.6060  H48 1.090, H50 1.090, H76 1.090, C82 1.493
42 H -1.4076 -0.5184 2.2062  O49 0.960
43 C -8.5752 4.5158 0.1915  H2 1.090, H78 1.090, O80 1.420, H81 1.090
44 H -4.6404 2.7769 1.3640  C21 1.090
45 C -0.1638 3.1736 3.1869  H14 1.090, H36 1.090, H52 1.090, O69 1.488
46 H -1.1906 1.1452 -2.6236  N56 1.010
47 H 8.3888 -8.7912 1.7398  C66 1.090
48 H -1.8478 -2.8751 4.6796  C41 1.090
49 O -1.9087 -0.5763 3.0230  H42 0.960, C82 1.372
50 H -1.9016 -3.7957 3.1891  C41 1.090
51 H 2.2124 -0.4408 -1.3030  C8 1.090
52 H -0.5345 2.1574 3.3210  C45 1.090
53 H -1.2660 2.7893 -6.2937  N1 1.010
54 H -2.8519 -2.0710 2.0156  C82 1.090
55 C 3.0887 -1.7155 -3.8930  C15 1.541, H19 1.090, O60 1.408, H64 1.090
56 N -0.7974 0.4782 -1.9751  H25 1.010, H46 1.010, C65 1.286
57 C -2.0516 3.6736 -4.8303  N1 1.320, N30 1.293, O58 1.262
58 O -1.8722 2.7693 -3.9677  C57 1.262
59 H 7.0588 -5.6176 2.3515  C12 1.090
60 O 3.1265 -0.3236 -3.6825  H13 0.960, C55 1.408
61 C 4.1667 -2.2749 0.4041  O11 1.385, H18 1.090, H72 1.090, C74 1.612
62 H 5.1733 -3.5766 -1.0235  C74 1.090
63 H -5.6033 3.6556 2.5314  C21 1.090
64 H 3.9386 -2.0593 -4.4827  C55 1.090
65 C -1.1984 0.6192 -0.7617  O29 1.234, N56 1.286, N68 1.329
66 C 7.8777 -7.9804 2.2588  H17 1.090, H38 1.090, H47 1.090, O77 1.425
67 C -6.2876 3.7626 0.4159  C21 1.546, H24 1.090, H39 1.090, O80 1.420
68 N -2.2013 1.4748 -0.5971  H10 1.010, H37 1.010, C65 1.329
69 O -1.2377 4.2036 3.1568  C4 1.364, C45 1.488
70 H -4.9279 5.6949 1.5702  N22 1.010
71 H -2.0804 4.3481 -6.7621  N1 1.010
72 H 3.5040 -2.9918 0.8889  C61 1.090
73 H 0.8679 -1.9245 -4.3267  C15 1.090
74 C 5.4647 -3.0921 -0.0916  N28 1.502, H34 1.090, C61 1.612, H62 1.090
75 H 5.8655 -5.9948 -0.1762  C40 1.090
76 H -0.6029 -2.5967 3.5447  C41 1.090
77 O 7.0398 -7.3742 1.2789  C12 1.449, C66 1.425
78 H -9.2744 5.1755 0.7054  C43 1.090
79 H 5.5539 -6.5047 2.5564  C12 1.090
80 O -7.3075 4.6676 0.8128  C43 1.420, C67 1.420
81 H -9.0151 3.5217 0.2702  C43 1.090
82 C -2.5722 -1.7773 3.0273  H16 1.090, C41 1.493, O49 1.372, H54 1.090

Löwdin atomic charge list, values in e, 8 entries: N 0.16; H 0.08; H 0.10; C -0.28; H 0.11; H 0.11; H 0.09; C -0.12

Which value of energy does entry 2 give? -44793.228 eV